A structure of composition C46H96N5O18. Source: the Open Molecules 2025 dataset; level of theory: wB97M-V/def2-TZVPD.

## Properties
E_HOMO   -5.56 eV
Charge   -1
E_tot   -3438.110406 Ha
Gap between HOMO and LUMO   7.10 eV
Spin multiplicity   1

Structure (XYZ):
```
165
Properties=species:S:1:pos:R:3:forces:R:3
C -3.971849 4.897241 -4.074445 0.1 0.2 0.4
C -3.933159 4.896521 -5.601675 1.8 0.5 1.4
C -4.929329 4.023391 -6.209005 -1.6 -0.5 -1.0
N -4.494129 3.308291 -7.487035 2.3 -1.2 1.8
C -4.146169 4.362641 -8.517015 0.5 -1.4 0.8
C -3.196729 2.380111 -7.115495 1.0 1.2 -0.2
C -3.431389 0.975751 -7.630275 0.9 1.3 0.6
C -4.883299 0.904891 -7.391335 -1.4 -0.9 -0.7
C -5.476709 2.212821 -7.908195 0.5 1.3 0.0
H -3.808969 3.888101 -3.696015 0.2 0.0 0.0
H -4.859039 5.262871 -3.557425 -0.3 0.1 -0.5
H -3.159839 5.552301 -3.758795 0.1 -0.2 0.2
H -2.937519 4.485711 -5.769045 0.2 0.4 -0.5
H -3.971479 5.927441 -5.953575 0.1 -0.1 -0.3
H -5.751219 4.674381 -6.507015 -0.5 -0.4 -0.1
H -5.286399 3.284381 -5.491745 0.0 -0.3 -0.2
H -3.622949 3.859071 -9.329885 -0.5 0.0 -0.3
H -3.360689 4.965411 -8.061165 -0.4 0.4 0.1
H -5.074639 4.870931 -8.777175 0.3 0.1 -0.2
H -2.261109 2.800381 -7.484385 -0.3 0.6 -0.2
H -3.089429 2.405011 -6.031075 -0.4 -0.1 0.0
H -3.084709 0.851491 -8.656175 -0.4 0.1 -0.2
H -2.848929 0.287881 -7.017345 -0.1 0.0 0.1
H -5.254109 -0.002469 -7.868105 -0.7 0.2 0.1
H -5.117509 0.868811 -6.327405 0.1 -0.3 0.1
H -5.451559 2.441841 -8.973565 -0.7 -1.1 -0.3
H -6.419519 2.446091 -7.413425 -0.2 0.0 -0.5
C 7.145901 -0.315019 -3.864045 -0.6 -0.4 0.0
C 6.661971 -1.139199 -2.637385 0.3 1.4 -0.7
C 5.233701 -1.560879 -2.872705 -0.8 -0.7 0.8
N 4.788871 -2.716499 -1.971225 1.9 -0.2 -0.3
C 5.565731 -3.936799 -2.597715 -2.8 -0.3 0.3
C 3.222561 -2.822979 -1.911735 1.4 -2.2 0.8
C 2.983861 -3.771189 -0.684685 -0.2 0.6 0.0
C 4.247051 -3.672139 0.179785 0.7 0.1 -0.4
C 5.210811 -2.612199 -0.470665 -2.7 -1.0 -0.5
H 6.782781 0.712681 -3.872115 0.2 0.0 0.2
H 6.711581 -0.789479 -4.744025 0.2 0.0 -0.3
H 8.229931 -0.359299 -3.969015 -0.1 0.2 0.1
H 6.583521 -0.474069 -1.777415 0.6 -0.1 0.3
H 7.429231 -1.902799 -2.509575 -0.5 -0.3 0.3
H 4.995311 -1.945399 -3.864375 0.2 0.3 -0.2
H 4.584681 -0.713399 -2.652145 0.0 0.1 -0.1
H 5.162181 -4.072509 -3.601125 0.1 0.2 -0.1
H 5.187021 -4.799919 -2.050255 0.5 -0.1 0.1
H 6.652591 -3.898749 -2.671095 -0.3 0.6 0.6
H 2.890591 -3.323039 -2.821585 -0.1 0.6 -0.2
H 2.849371 -1.811759 -1.749605 0.1 -0.1 -0.2
H 2.829011 -4.831449 -0.884635 0.0 0.2 -0.9
H 2.069911 -3.544309 -0.135745 0.0 0.5 -0.1
H 4.708171 -4.657419 0.111465 0.3 0.1 0.5
H 4.000731 -3.438789 1.215635 0.4 0.0 0.0
H 6.265191 -2.846069 -0.323375 -0.2 0.6 -0.1
H 4.804451 -1.651899 -0.153195 0.9 0.4 0.1
C 2.069961 3.942121 4.357705 0.0 -1.5 0.3
C 2.489181 3.430491 5.764115 0.3 0.8 -0.6
C 2.507751 1.964711 6.037845 -0.2 -0.9 0.4
N 3.359181 1.561901 7.268545 2.0 -0.8 0.7
C 3.266401 2.536151 8.430265 -0.8 1.0 -2.3
C 4.851731 1.193971 6.893275 -0.8 -0.2 0.3
C 5.260901 0.049701 7.874115 -0.4 0.3 0.7
C 3.944691 -0.407129 8.629465 0.4 0.2 -0.8
C 2.851671 0.230671 7.804745 0.0 0.5 -0.8
H 2.763231 3.589941 3.593875 0.3 0.2 0.0
H 2.018011 5.030811 4.369975 -0.1 -0.2 -0.1
H 1.129751 3.462691 4.085215 -0.4 0.4 0.1
H 1.764601 3.815101 6.481855 0.4 0.7 0.1
H 3.514991 3.774201 5.897055 0.0 0.5 0.5
H 2.873521 1.340081 5.222885 0.0 0.0 0.0
H 1.493741 1.662341 6.299495 -0.1 -0.2 -0.1
H 3.685931 3.471021 8.058625 0.6 -0.1 0.4
H 3.661091 2.227341 9.398225 -0.1 -0.4 -0.5
H 2.206341 2.786081 8.386505 -0.2 -0.2 1.0
H 5.519571 2.052361 6.965855 -0.4 0.2 0.2
H 4.794091 0.930981 5.837045 0.2 -0.5 0.2
H 6.029781 0.393581 8.565975 -0.2 0.3 0.2
H 5.744541 -0.816689 7.422935 -0.4 0.1 -0.7
H 3.824031 -0.155319 9.683095 0.6 0.1 0.0
H 3.863341 -1.488499 8.519415 -0.1 0.0 0.2
H 1.941261 0.539421 8.318475 -0.2 -0.8 -0.1
H 2.724761 -0.382379 6.912465 -0.6 -0.1 0.0
C -5.112029 -6.571889 0.709565 0.8 0.6 -0.5
C -4.812589 -5.487959 1.733195 -0.6 1.0 0.2
C -4.265629 -4.151639 1.083535 -0.2 -1.7 1.0
N -4.202559 -3.021869 2.087815 1.3 0.9 0.2
C -3.431929 -3.360809 3.410085 0.1 0.1 -2.3
C -3.502889 -1.838119 1.395055 0.4 -1.7 -0.7
C -3.801619 -0.671509 2.247375 0.9 2.3 -1.0
C -5.141699 -0.892359 2.858825 -1.3 -1.4 1.3
C -5.524839 -2.386049 2.435155 1.3 1.5 -0.3
H -4.276609 -6.605299 0.010235 0.1 -0.4 0.0
H -5.973659 -6.269789 0.114225 -0.2 -0.2 0.1
H -5.254309 -7.549679 1.169775 -0.1 0.1 -0.1
H -4.239589 -5.835629 2.592785 0.7 -0.1 -0.5
H -5.764399 -5.289899 2.226085 -0.3 0.5 0.0
H -4.853709 -3.880609 0.206725 -0.6 0.4 0.4
H -3.287539 -4.288409 0.622305 0.4 -0.1 0.6
H -4.085479 -4.066479 3.922925 0.5 0.3 0.4
H -3.102239 -2.437739 3.886885 -0.9 0.1 0.4
H -2.475219 -3.765649 3.080055 -0.2 -0.7 0.0
H -2.464239 -2.083509 1.173485 0.2 -0.1 0.6
H -3.919689 -1.811199 0.388245 -0.6 0.3 0.1
H -2.981419 -0.337769 2.882975 -0.2 -0.6 0.7
H -3.883809 0.201621 1.600085 -0.1 0.1 -0.3
H -5.158249 -0.737759 3.937685 0.4 -0.3 0.1
H -5.915399 -0.209289 2.508235 0.1 -0.2 -0.4
H -6.006219 -2.995379 3.200065 -0.5 0.2 -0.5
H -5.940199 -2.220229 1.441135 -1.0 -0.8 0.3
C 2.010791 -0.406749 2.523745 -0.3 -0.9 1.2
C 1.535251 0.347561 1.323455 1.5 0.5 -0.8
C 0.146581 -0.009089 0.917425 -2.5 1.0 0.3
N -0.487649 0.883191 -0.161725 -0.7 -0.3 -3.2
C -1.070199 2.228911 0.383505 1.3 -1.7 -0.9
C -1.684609 0.300851 -1.041095 0.3 -0.1 0.8
C -1.671089 0.974231 -2.446045 -0.5 -0.2 1.7
C -0.182349 1.045791 -2.746045 -0.8 0.2 0.3
C 0.471821 1.007861 -1.390305 2.3 2.2 2.3
H 1.629361 -0.076129 3.489825 -0.6 0.4 -0.2
H 3.080221 -0.359339 2.729115 0.1 -0.3 -0.7
H 1.630701 -1.425409 2.446435 0.5 -0.4 0.2
H 2.153321 0.069281 0.469845 0.4 -0.1 0.1
H 1.846691 1.383551 1.457015 -0.8 0.4 -0.3
H -0.559119 0.125961 1.737085 0.1 -0.2 0.4
H 0.040481 -1.048039 0.605265 0.2 0.0 -0.3
H -0.308059 2.768691 0.945545 -0.2 -0.2 0.2
H -1.919829 1.856971 0.956125 0.1 0.7 0.2
H -1.337489 2.797211 -0.507385 -0.2 0.0 0.3
H -2.596339 0.425221 -0.456815 -0.1 -0.3 -0.3
H -1.386989 -0.738739 -1.178145 -0.4 -0.2 0.1
H -2.125039 1.965091 -2.430875 0.0 0.0 0.2
H -2.304789 0.378611 -3.103135 0.2 -0.1 0.0
H -0.010959 2.024351 -3.194545 0.6 -0.5 -0.6
H 0.096291 0.170421 -3.332715 0.3 0.4 -0.2
H 1.007321 1.904141 -1.077225 -0.1 0.8 -0.8
H 1.384211 0.424901 -1.264535 -0.7 -1.2 -0.1
O 5.669341 -3.122389 6.125355 3.5 0.8 1.2
C 4.597321 -2.670519 5.517665 -1.0 3.4 -4.1
O 3.651801 -3.460639 5.684945 -2.9 -1.0 0.4
O 4.634961 -1.687379 4.808485 0.0 2.7 -0.9
H 4.900881 -3.674939 6.285835 0.4 -5.5 3.6
O 4.951431 1.547591 1.455335 0.1 -0.4 2.2
C 4.690211 1.966601 0.210785 -1.6 0.6 -0.8
O 5.676281 1.908001 -0.505845 2.8 -0.3 -2.5
O 3.577331 2.358061 -0.063665 -2.7 0.5 -0.3
H 5.883701 1.576821 1.228155 1.2 -0.8 1.3
O -0.771109 0.053551 4.532765 0.0 -1.9 -0.2
C -1.640119 1.031551 4.893795 -1.8 1.4 1.2
O -1.092499 2.106661 5.073615 2.7 3.1 0.3
O -2.828239 0.874351 5.127635 -1.8 -2.4 -0.9
H -0.026529 0.509931 4.931395 1.0 -0.4 -0.5
O -6.475159 0.200481 -4.424525 -0.7 0.2 -2.7
C -6.160629 0.476961 -3.169325 2.3 -0.7 4.5
O -7.080859 0.452661 -2.327225 -1.0 0.5 -0.5
O -4.940299 0.577291 -2.880785 0.1 0.5 -1.0
H -7.430379 0.275281 -4.364805 -0.5 -0.3 -0.4
O -1.279029 -3.981499 -1.771495 -2.3 -0.6 -6.9
C -0.935269 -4.732389 -0.793145 -2.0 -8.5 1.4
O -0.551819 -3.950089 0.074395 3.2 1.9 6.4
O -1.144799 -5.947639 -0.674035 0.3 0.0 -0.6
H -0.913359 -3.484149 -1.036285 0.6 7.5 -0.3
O -0.796409 4.913531 -7.058085 -3.7 -0.3 -0.7
C 0.323221 4.504921 -6.471735 2.9 -0.7 2.6
O 1.282481 5.071841 -7.034855 1.7 0.0 -0.5
O 0.330771 3.768011 -5.477155 -0.9 -0.4 -0.2
H -0.242399 5.410751 -7.664255 -0.5 1.2 -1.4
```
Positions in Å, forces in eV/Å.

These are the Mulliken partial charges, in e, on atoms 1 to 6: number 1, C, carries -1.45; number 2, C, carries 0.17; number 3, C, carries -0.92; number 4, N, carries 0.43; number 5, C, carries -1.12; number 6, C, carries -0.31